1.
12
Properties=species:S:1:pos:R:3 method="wB97M-V/def2-TZVPD" spin_multiplicity=1 charge=+1 orbital_gap_ev=8.1740 de_lowest_ev=5.141
C 1.35 -0.09 -0.02
C 0.14 -1.32 0.05
C -1.53 0.36 -0.05
C -0.43 1.55 -0.03
C 0.77 1.21 0.03
N -1.21 -0.86 0.04
H 1.95 -0.04 0.94
H 1.95 -0.30 -0.90
H 0.19 -1.64 -1.03
H 0.23 -2.19 0.74
H -2.43 0.86 -0.10
H -0.97 2.46 0.32

2.
12
Properties=species:S:1:pos:R:3 method="wB97M-V/def2-TZVPD" spin_multiplicity=1 charge=+1 orbital_gap_ev=10.0510 de_lowest_ev=4.520
C 2.56 -0.35 0.21
C -1.08 -0.90 -0.07
C -0.76 0.27 0.79
C -0.86 0.33 -0.76
C 0.19 1.02 -0.07
N 1.71 0.28 -0.21
H 3.28 -1.14 0.16
H -0.35 -1.69 -0.37
H -2.05 -1.37 0.09
H -1.29 0.61 1.69
H -1.67 0.80 -1.45
H 0.32 2.15 -0.02

| no. | lowest unoccupied orbital energy (eV) | highest occupied orbital energy (eV) |
| --- | --- | --- |
| 1 | -7.50 | -15.67 |
| 2 | -4.66 | -14.71 |